Version 1
A molecular structure, C35H51KN8O6PTe2. Source: the OMol25 dataset; level of theory: ωB97M-V/def2-TZVPD.

The HOMO energy is -0.1461 hartree. Its spin multiplicity is 1. For the molar mass, the calculation gives 1005.115 g mol⁻¹. The net charge is -1. Its LUMO energy is 2.2 eV. For the HOMO-LUMO gap, the calculation gives 6.17 eV.

Each line ends with the Mulliken charge.
Geometry (Å):
K -1.1842 -0.3454 0.1909  1.041
N 2.0288 -0.2449 -4.6950  0.283
C 1.3540 -0.6743 -3.5639  -0.572
N 1.9706 -1.2515 -2.5630  -0.230
C 3.3406 -1.1735 -2.4835  0.451
N 4.0015 -1.3527 -1.3881  -0.993
N 3.2854 -1.4982 -0.2275  0.162
C 2.5690 -2.5315 -0.0829  -0.481
C 1.7852 -2.7714 1.1512  0.787
C 1.1973 -4.0191 1.3250  -0.911
C 0.5031 -4.2790 2.4941  -0.203
C 0.3888 -3.2752 3.4373  -0.814
C 0.9637 -2.0435 3.1518  -0.386
N 1.6556 -1.7899 2.0460  0.163
C 4.1036 -0.8958 -3.7161  0.816
C 5.4774 -1.0795 -3.8181  -0.390
C 6.1426 -0.8225 -5.0046  -0.728
C 5.4228 -0.3709 -6.1092  -0.391
C 4.0565 -0.1781 -6.0251  -0.861
C 3.3913 -0.4436 -4.8272  -0.008
H 1.4804 -0.0627 -5.5182  0.270
H 0.3220 -0.9515 -3.7366  -0.062
H 2.5052 -3.2884 -0.8663  0.273
H 1.2835 -4.7666 0.5463  0.397
H 0.0358 -5.2426 2.6557  0.472
H -0.1814 -3.4078 4.3451  0.304
H 0.8383 -1.2118 3.8367  0.566
H 6.0115 -1.4209 -2.9413  0.511
H 7.2126 -0.9668 -5.0739  0.400
H 5.9321 -0.1642 -7.0422  0.385
H 3.4928 0.1811 -6.8786  0.380
C -2.4680 -0.7628 -4.4158  -1.822
C -2.7199 -0.5202 -2.9124  1.528
C -2.7829 -1.9058 -2.2255  -1.460
C -4.0757 0.1833 -2.7533  -1.547
O -1.7159 0.2626 -2.3773  -0.463
H -3.3280 -1.2206 -4.9153  0.432
H -1.6062 -1.4235 -4.5558  0.346
H -2.2558 0.1982 -4.8916  0.300
H -3.5512 -2.5337 -2.6883  0.422
H -3.0365 -1.8463 -1.1600  0.145
H -1.8152 -2.4074 -2.3340  0.263
H -4.9035 -0.4233 -3.1376  0.361
H -4.0529 1.1320 -3.2961  0.337
H -4.2634 0.3927 -1.6995  0.192
C -0.1787 3.2155 -3.1988  -1.499
Te 0.5034 1.4235 -2.2344  0.674
C 2.4371 2.3846 -2.3412  -1.142
C 2.1892 3.8407 -2.6502  0.498
C 3.1923 4.7980 -2.5090  -0.467
C 2.9468 6.1358 -2.7766  -0.626
C 1.6829 6.5338 -3.1939  -0.550
C 0.6785 5.5891 -3.3364  -0.784
C 0.9169 4.2427 -3.0662  0.812
H -1.1034 3.5326 -2.7197  0.524
H -0.4002 2.9979 -4.2444  0.488
H 3.0452 1.9081 -3.1153  0.404
H 2.9584 2.2760 -1.3887  0.359
H 4.1751 4.4835 -2.1758  0.456
H 3.7370 6.8663 -2.6530  0.388
H 1.4784 7.5775 -3.3986  0.385
H -0.3124 5.8976 -3.6505  0.451
C -3.7979 -4.5288 2.7413  -0.889
C -4.6279 -3.2836 2.9660  -0.084
O -3.9014 -2.3531 3.8027  -0.330
P -2.8232 -1.3257 3.2838  0.448
O -2.0565 -1.8021 2.1167  -0.122
Te -5.3409 -0.0441 1.4958  -0.256
O -1.8996 -1.3435 4.5941  -0.213
C -2.4330 -1.0075 5.8811  -0.333
C -2.2339 -2.1776 6.8194  -1.152
H -4.3491 -5.2161 2.0960  0.431
H -3.5741 -5.0360 3.6822  0.276
H -2.8598 -4.2659 2.2523  0.054
H -5.5424 -3.4991 3.5156  0.303
H -4.8876 -2.7978 2.0282  0.037
H -3.4899 -0.7496 5.8031  0.294
H -1.8989 -0.1231 6.2320  0.340
H -2.7663 -3.0511 6.4424  0.228
H -2.6151 -1.9326 7.8128  0.409
H -1.1741 -2.4230 6.9042  0.262
C 3.3899 2.4285 3.9974  -1.201
N 3.2156 1.9694 2.6334  0.255
C 3.9554 0.7620 2.3198  -0.805
C 1.9924 2.1646 2.0002  0.412
N 1.3639 1.3270 1.2722  0.342
N 1.4653 3.4535 2.1742  0.039
C 0.1277 3.6467 1.6379  -0.671
C 2.3479 4.5670 1.8569  -1.137
H 3.2181 1.6110 4.7108  0.331
H 2.6885 3.2281 4.2172  0.410
H 4.4090 2.7963 4.1464  0.300
H 4.9992 0.9146 2.6019  0.360
H 3.9054 0.5434 1.2554  0.133
H 3.5698 -0.1159 2.8508  0.255
H 1.7638 0.3902 1.3383  -0.587
H 0.1191 3.6370 0.5407  0.101
H -0.2448 4.6096 1.9910  0.286
H -0.5334 2.8570 1.9846  0.238
H 3.3645 4.3493 2.1727  0.403
H 2.0041 5.4678 2.3693  0.337
H 2.3582 4.7722 0.7768  0.281
O -3.1041 0.2408 3.3440  -0.322
O -3.6270 0.9007 2.1448  -0.503



Version 2
A molecular structure, C35H51KN8O6PTe2. Source: the OMol25 dataset; level of theory: ωB97M-V/def2-TZVPD.

The HOMO energy (spin up / spin down) is -0.1623 / -0.1622 hartree. Its spin multiplicity is 1. For the molar mass, the calculation gives 1005.115 g mol⁻¹. The net charge is -1. Its LUMO energy (spin up / spin down) is 1.3 / 1.2 eV. For the HOMO-LUMO gap (spin up / spin down), the calculation gives 5.73 / 5.59 eV.

Each line ends with the Mulliken charge.
Geometry (Å):
K 0.1529 -0.0721 0.7102  2.199
N -1.7036 -1.5804 4.2378  0.192
C -1.0993 -1.6606 2.9193  -1.412
N -2.0498 -1.5512 1.8745  -0.204
C -3.2540 -2.0090 2.0410  0.513
N -4.1091 -2.1953 1.0048  -0.998
N -3.8383 -1.8841 -0.2001  -0.439
C -2.9983 -1.0061 -0.6463  0.093
C -2.7156 -0.8700 -2.0280  0.872
C -3.4063 -1.5931 -3.0139  -0.820
C -3.0822 -1.4338 -4.3387  -0.684
C -2.0381 -0.5651 -4.6713  -1.085
C -1.4014 0.1107 -3.6551  -0.808
N -1.7205 -0.0055 -2.3630  1.132
C -3.7549 -2.4363 3.3519  0.728
C -5.0033 -3.0081 3.5567  -0.209
C -5.4183 -3.3459 4.8321  -0.780
C -4.5851 -3.1042 5.9166  -0.451
C -3.3366 -2.5482 5.7307  -0.833
C -2.9028 -2.2118 4.4484  -0.031
H -1.0266 -1.6518 4.9851  0.302
H -0.3619 -0.8522 2.8177  0.421
H -2.4695 -0.3080 0.0113  -0.219
H -4.1880 -2.2551 -2.6833  0.573
H -3.6199 -1.9656 -5.1100  0.405
H -1.7376 -0.4197 -5.6978  0.509
H -0.5727 0.7715 -3.8804  0.546
H -5.6415 -3.1579 2.6993  0.498
H -6.3871 -3.7997 4.9879  0.386
H -4.9153 -3.3500 6.9172  0.387
H -2.6867 -2.3551 6.5733  0.392
C -2.9078 1.8419 2.5459  -1.302
C -1.7254 2.7385 2.1558  1.516
C -0.6584 2.6969 3.2558  -1.404
C -2.2405 4.1850 2.0106  -2.012
O -1.1304 2.3201 0.9693  -0.105
H -3.3613 2.1952 3.4695  0.518
H -2.5771 0.8155 2.6849  0.178
H -3.6563 1.8630 1.7520  0.291
H -1.0908 2.9973 4.2065  0.445
H 0.1542 3.3695 2.9942  0.397
H -0.2528 1.6929 3.3389  0.005
H -2.5989 4.5614 2.9660  0.469
H -3.0544 4.2081 1.2848  0.357
H -1.4401 4.8275 1.6512  0.365
C -2.4890 3.0100 -3.0709  -1.519
Te -2.1145 2.1563 -1.0063  0.338
C -0.1340 2.6400 -1.5966  0.268
C -0.1919 3.7635 -2.5671  0.495
C 0.8702 4.6413 -2.7246  -0.544
C 0.8007 5.6691 -3.6497  -0.871
C -0.3344 5.8239 -4.4260  -0.519
C -1.4034 4.9606 -4.2634  -0.744
C -1.3496 3.9292 -3.3348  0.876
H -3.4445 3.5329 -3.1740  0.540
H -2.4970 2.1938 -3.7993  0.337
H 0.2731 1.7462 -2.0638  -0.966
H 0.4624 2.8794 -0.7231  0.839
H 1.7525 4.5286 -2.1079  0.575
H 1.6269 6.3565 -3.7568  0.408
H -0.3902 6.6230 -5.1518  0.395
H -2.2954 5.0858 -4.8631  0.459
C 4.0115 -2.7618 4.5759  -1.424
C 3.0508 -1.7226 4.0190  0.637
O 3.7909 -0.7605 3.2749  -0.240
P 3.0889 -0.0856 1.9613  -1.339
O 1.7050 0.3529 2.2341  -0.463
Te 4.6676 1.5016 1.2647  -0.480
O 3.0113 -1.3206 0.9016  0.426
C 4.2304 -1.9020 0.5148  -0.179
C 4.1414 -3.4185 0.5889  -1.394
H 3.4539 -3.4967 5.1499  0.354
H 4.7550 -2.2927 5.2182  0.351
H 4.5305 -3.2682 3.7653  0.282
H 2.5411 -1.2009 4.8388  0.357
H 2.2916 -2.1915 3.3741  -0.192
H 5.0387 -1.5439 1.1686  0.450
H 4.4605 -1.5871 -0.5136  0.154
H 3.9526 -3.7238 1.6138  0.212
H 5.0669 -3.8714 0.2348  0.403
H 3.3083 -3.7687 -0.0147  0.240
C 3.1680 0.1692 -4.7129  -1.253
N 3.4110 0.1748 -3.2845  0.130
C 3.9022 1.4541 -2.8186  -0.910
C 2.4448 -0.4576 -2.4786  -0.422
N 1.8455 0.0665 -1.4885  1.079
N 2.1440 -1.7422 -2.8686  0.118
C 3.2279 -2.6280 -3.2410  -1.268
C 1.0946 -2.4073 -2.1213  -0.296
H 2.5778 1.0463 -5.0127  0.317
H 2.6236 -0.7258 -4.9980  0.422
H 4.1203 0.2009 -5.2477  0.346
H 4.7890 1.7098 -3.3996  0.346
H 4.1892 1.3845 -1.7661  0.039
H 3.1640 2.2607 -2.9406  0.332
H 2.1154 1.0272 -1.3267  -0.174
H 4.0999 -2.0584 -3.5521  0.446
H 2.9108 -3.2750 -4.0642  0.322
H 3.5151 -3.2620 -2.3948  0.320
H 1.3615 -2.5613 -1.0729  0.080
H 0.8957 -3.3676 -2.5948  0.484
H 0.1962 -1.7985 -2.1497  -0.463
O 0.8089 -2.7923 2.2302  -0.186
O -0.4336 -2.8910 2.8008  -0.224



Least stable structure: version 2



Version 1
A molecular structure, C4H12NO2. Source: the OMol25 dataset; level of theory: ωB97M-V/def2-TZVPD.

As for the expectation value of S²: 0.756. The HOMO energy (spin up / spin down) is 0.0770 / 0.0585 hartree. Its spin multiplicity is 2. For the molar mass, the calculation gives 106.145 g mol⁻¹. The net charge is -2. Its LUMO energy (spin up / spin down) is 7.2 / 7.1 eV. For the HOMO-LUMO gap (spin up / spin down), the calculation gives 5.07 / 5.55 eV.

Each line ends with the Mulliken spin population.
Geometry (Å):
C -2.4105 1.1633 -0.6708  0.020
N -2.0127 -0.0627 -0.1192  0.009
C -2.0449 -0.0805 1.2957  -0.011
C 1.5353 -0.1197 -1.3078  0.532
C 1.0995 -1.1923 -0.3718  0.392
O 1.6454 -1.2526 0.9026  0.024
H -3.0139 1.8290 -0.0433  -0.002
H -1.5737 1.9300 -0.9362  0.001
H -2.9376 1.0808 -1.5860  -0.002
H -1.2923 0.6504 1.7370  0.001
H -3.1312 0.0792 1.7007  0.000
H -1.6793 -1.0141 1.7184  -0.001
H 2.2795 0.6318 -1.0484  0.019
H 1.2582 -0.2815 -2.3394  -0.007
H 0.3442 -0.2426 -0.7378  -0.028
H 0.8772 -2.1524 -0.8648  0.042
H 4.3831 0.2162 1.3751  0.002
H 2.6164 -0.9415 0.7034  0.012
O 4.0573 -0.2410 0.5927  -0.004



Version 2
2 unconnected molecules or ions with the total composition C4H12NO2. Source: the OMol25 dataset; level of theory: ωB97M-V/def2-TZVPD.

As for the expectation value of S²: 0.751. The HOMO energy (spin up / spin down) is 0.1544 / -0.0274 hartree. Its spin multiplicity is 2. For the molar mass, the calculation gives 106.145 g mol⁻¹. The net charge is -2. Its LUMO energy (spin up / spin down) is 6.7 / 6.6 eV. For the HOMO-LUMO gap (spin up / spin down), the calculation gives 2.47 / 7.30 eV.

Each line ends with the Mulliken spin population.
Geometry (Å):
C 0.6179 -0.1577 0.7063  0.076
O 0.3195 1.2116 0.3671  -0.182
C 0.6786 -1.4265 -0.1951  1.387
C -0.8077 -1.8590 -0.4675  1.776
C -1.6058 -1.0159 -1.4322  2.573
N -1.0531 0.3303 -1.6430  -0.222
H -0.2399 -0.4007 1.3012  -0.036
H 1.5615 -0.0967 1.2670  0.018
H 1.1628 -2.1640 0.5224  -0.435
H 1.4986 -1.2144 -0.8684  -0.473
H -1.4633 -1.7414 0.4195  0.105
H -0.7526 -2.9599 -0.7234  -1.889
H -1.4406 -1.5714 -2.3772  -0.974
H -2.4872 -0.7573 -0.9268  -0.644
H -0.6487 0.7020 -0.7042  -0.009
H -0.1599 0.2472 -2.1921  -0.038
H 0.8568 2.0688 1.3640  -0.006
H 1.4258 1.9112 2.8164  -0.001
O 1.5254 2.5908 2.1246  -0.027



Least stable structure: version 1